1.
The following is a quantum chemistry calculation of 2 unconnected molecules or ions with the total composition C12H16BF2O11, from the Open Molecules 2025 dataset.

CARTESIAN COORDINATES (ANGSTROEM)
C  -3.3175  -2.6889  0.8524
O  -2.3513  -3.4098  1.5936
C  -1.0544  -2.8570  1.4160
C  -0.0837  -3.6656  2.2533
C  1.4065  -3.2431  2.1294
C  1.7342  -2.2685  1.0214
O  1.5924  -2.9588  -0.2447
C  1.4094  -2.2117  -1.3346
O  0.8667  -2.6371  -2.3188
O  1.9519  -0.9684  -1.2409
C  1.0473  0.0953  -1.5544
C  0.8374  1.0367  -0.3933
O  -0.2513  1.4454  -0.1060
O  1.9752  1.4354  0.2666
C  1.8804  1.4684  1.6560
C  1.2066  2.6678  2.2439
O  2.3714  0.5897  2.3056
H  -3.3579  -1.6445  1.1848
H  -3.1094  -2.7310  -0.2211
H  -4.2869  -3.1464  1.0529
H  -0.8068  -2.8899  0.3494
H  -1.0873  -1.8052  1.7366
H  -0.3846  -3.5646  3.2979
H  -0.1849  -4.7137  1.9707
H  1.7458  -2.7889  3.0617
H  2.0203  -4.1326  1.9660
H  2.7544  -1.8947  1.1025
H  1.0772  -1.3996  1.0509
H  0.0636  -0.2894  -1.8228
H  1.4151  0.6596  -2.4149
H  1.9158  3.1312  2.9321
H  0.9148  3.3993  1.4952
H  0.3340  2.3451  2.8115
B  -0.0550  4.9480  -3.1101
O  -1.3893  5.5461  -2.7888
C  -2.3321  4.6361  -2.9181
O  -3.5069  4.7946  -2.7226
C  -1.6664  3.3184  -3.3559
O  -2.2311  2.2762  -3.5558
O  -0.3690  3.5248  -3.4562
F  0.7819  4.9965  -2.0001
F  0.5236  5.5948  -4.1913

## Properties
- HOMO energy (eV) = -6.47
- LUMO (eV) = 2.460
- frontier orbital gap (eV) = 8.934
- charge = -1

Mulliken population analysis, charges in e, atoms 1 to 2:
1. C -0.70
2. O -0.42

---

2.
The following is a quantum chemistry calculation of C22H19NO5 in the gas phase, from the Open Molecules 2025 dataset.

CARTESIAN COORDINATES (ANGSTROEM)
C  1.8080  1.5946  3.2205
H  1.7543  2.6865  3.2691
H  2.3445  1.2226  4.0914
O  2.5567  1.1646  2.1037
C  2.0826  1.4319  0.8617
C  2.8140  0.8862  -0.1968
C  2.4100  1.0615  -1.5081
C  1.2685  1.8156  -1.7685
C  0.5491  2.3656  -0.7262
C  0.9399  2.1767  0.5882
H  0.3535  2.6062  1.3841
H  -0.3355  2.9487  -0.9355
H  0.9421  1.9628  -2.7866
C  3.1361  0.3921  -2.6464
H  2.9712  0.9645  -3.5604
H  4.2089  0.3502  -2.4513
C  2.6166  -1.0496  -2.8800
C  1.1054  -0.9994  -2.7560
O  0.3197  -0.6061  -3.5723
N  0.7864  -1.4479  -1.4770
C  1.8670  -2.0359  -0.8235
O  1.8317  -2.5153  0.2742
C  3.0345  -2.0181  -1.7829
H  3.9470  -1.7335  -1.2617
H  3.1755  -3.0303  -2.1685
C  -0.4396  -1.1536  -0.8438
C  -0.4254  -0.7330  0.4741
C  -1.6082  -0.3273  1.0794
C  -2.8284  -0.3745  0.3859
C  -2.8144  -0.8385  -0.9347
C  -1.6430  -1.2172  -1.5482
H  -1.6482  -1.5467  -2.5736
H  -3.7382  -0.8915  -1.4878
C  -4.0131  0.0666  1.0851
C  -3.8775  0.5335  2.3461
C  -2.6004  0.6154  3.0258
O  -2.4204  1.0675  4.1292
O  -1.5100  0.1414  2.3424
H  -4.7233  0.8830  2.9173
C  -5.3444  0.0048  0.4125
H  -6.1251  0.3570  1.0807
H  -5.5701  -1.0184  0.1162
H  -5.3437  0.6239  -0.4834
H  0.4875  -0.6994  1.0425
H  2.9145  -1.3777  -3.8772
H  3.7022  0.3245  0.0484
H  0.7967  1.1781  3.2140

## Properties
- HOMO energy (eV) = -8.59
- LUMO (eV) = -0.063
- frontier orbital gap (eV) = 8.530
- energy above the lowest of the compared OMol25 structures with the same formula, charge and spin (kcal/mol) = 0.0
- SMILES = COc1cccc(C[C@H]2CC(=O)N(c3ccc4c(C)cc(=O)oc4c3)C2=O)c1

Mulliken population analysis, charges in e, atoms 1 to 2:
1. C -0.69
2. H 0.34

---

3.
The following is a quantum chemistry calculation of a molecular structure, C4H7NO2, from the Open Molecules 2025 dataset.

CARTESIAN COORDINATES (ANGSTROEM)
C  -1.4792  -0.9928  0.4686
C  -0.1457  -0.5440  -0.1479
C  -0.0062  0.9525  -0.4972
O  0.4150  1.2038  0.8887
C  0.7838  -0.1204  0.9844
O  1.6005  -0.6089  1.7056
N  1.0332  1.2451  -1.4480
H  -1.7819  -0.3252  1.2831
H  -2.2925  -1.0430  -0.2628
H  -1.3489  -1.9871  0.9093
H  0.2159  -1.2605  -0.8918
H  -0.9026  1.5226  -0.7325
H  1.6131  0.4488  -1.6830
H  1.6414  1.9943  -1.1286

## Properties
- HOMO energy (eV) = -10.27
- LUMO (eV) = 0.940
- frontier orbital gap (eV) = 11.213
- energy above the lowest of the compared OMol25 structures with the same formula, charge and spin (kcal/mol) = 26.5

Mulliken population analysis, charges in e, atoms 1 to 2:
1. C -1.40
2. C 0.24

---

4.
The following is a quantum chemistry calculation of 2 unconnected molecules or ions with the total composition CH2Cl2OSi, from the Open Molecules 2025 dataset.

CARTESIAN COORDINATES (ANGSTROEM)
C  0.8834  2.1602  0.5228
O  0.8661  3.1264  -0.2303
Si  -0.6308  -2.5769  -0.3261
Cl  1.8925  0.8219  0.2567
Cl  -1.7752  -4.1405  -0.8943
H  0.2056  1.9204  1.3419
H  -1.4416  -1.3114  -0.6707

## Properties
- HOMO energy (alpha / beta) (eV) = -7.21 / -11.34
- LUMO (alpha / beta) (eV) = 0.286 / -2.462
- frontier orbital gap (alpha / beta) (eV) = 7.498 / 8.874
- energy above the lowest of the compared OMol25 structures with the same formula, charge and spin (kcal/mol) = 18.9
- 2S+1 = 3

Mulliken population analysis, charges in e, atoms 1 to 2:
1. C 0.20
2. O -0.39

---

5.
The following is a quantum chemistry calculation of a molecular structure, C44H46N4O6S2SiZr, from the Open Molecules 2025 dataset.

CARTESIAN COORDINATES (ANGSTROEM)
Zr  -0.4098  0.2465  0.7044
C  -2.4427  -2.5604  1.5584
O  -1.5405  -2.0942  0.5674
C  -1.7212  -2.5101  -0.7219
C  -2.7785  -3.2907  -1.1412
C  -2.9267  -3.5797  -2.4981
C  -2.0174  -3.0612  -3.3994
C  -0.9413  -2.2935  -2.9678
C  -0.7383  -2.0322  -1.6128
N  0.3234  -1.2535  -1.1482
N  1.2249  -0.9015  -2.2056
C  1.4164  0.4022  -2.4502
C  0.7879  1.5347  -1.8716
O  -0.1273  1.3940  -0.8899
C  1.1040  2.8346  -2.2758
C  2.0425  3.1118  -3.2456
C  2.7321  2.0353  -3.8387
C  3.7363  2.2457  -4.8199
C  4.4295  1.2070  -5.3767
C  4.1522  -0.1153  -4.9685
C  3.1817  -0.3502  -4.0287
C  2.4385  0.7010  -3.4451
H  -3.4524  -2.1886  1.3758
H  -2.4398  -3.6548  1.5709
H  -2.0741  -2.1809  2.5065
H  -3.5053  -3.6406  -0.4211
H  -3.7629  -4.1815  -2.8332
H  -2.1323  -3.2481  -4.4605
H  -0.2230  -1.8838  -3.6618
H  0.5577  3.6240  -1.7696
H  2.2685  4.1289  -3.5446
H  3.9483  3.2685  -5.1179
H  5.1957  1.3978  -6.1214
H  4.7103  -0.9438  -5.3912
H  2.9617  -1.3559  -3.6931
C  1.3486  4.9984  4.4668
Si  1.9578  5.2195  2.7011
C  3.5305  6.2667  2.7944
C  0.7171  6.1924  1.6787
C  2.4008  3.5899  1.8983
C  3.6857  3.3428  1.4455
C  3.9969  2.1517  0.7986
C  2.9968  1.2113  0.6622
N  1.7547  1.3910  1.1174
C  1.4299  2.5826  1.6700
S  -0.2436  2.7933  1.9909
H  0.9905  5.9493  4.8716
H  2.1563  4.6401  5.1100
H  0.5372  4.2729  4.5027
H  3.3029  7.2046  3.3083
H  3.9165  6.5168  1.8039
H  4.3248  5.7670  3.3532
H  0.4750  7.1390  2.1708
H  -0.2000  5.6211  1.5386
H  1.1290  6.4176  0.6919
H  4.4621  4.0895  1.5785
H  4.9802  1.9562  0.3944
H  3.2094  0.2792  0.1542
C  -8.7298  -2.0546  1.1193
C  -7.4480  -1.2920  0.9157
C  -7.1443  -0.1932  1.7166
C  -5.9616  0.5083  1.5476
C  -5.0568  0.1076  0.5745
C  -5.3442  -0.9788  -0.2376
C  -6.5362  -1.6689  -0.0650
S  -3.4961  0.9571  0.3889
O  -3.8215  2.3564  0.5364
O  -2.9229  0.4760  -0.8540
N  -2.5404  0.3721  1.4868
C  -2.6515  0.7144  2.8890
C  -1.4553  0.0738  3.6195
O  -1.5480  -0.1586  4.8191
O  -0.4506  -0.2251  2.8704
H  -9.5846  -1.3808  1.2019
H  -8.6927  -2.6479  2.0361
H  -8.9153  -2.7370  0.2896
H  -7.8482  0.1213  2.4800
H  -5.7388  1.3751  2.1561
H  -4.6316  -1.2660  -1.0005
H  -6.7600  -2.5132  -0.7082
H  -3.5630  0.3106  3.3458
H  -2.6222  1.7958  3.0615
C  0.6483  -3.9369  0.9479
C  1.6128  -2.7830  0.6396
C  2.2773  -2.4075  1.9711
C  1.0083  -1.4474  0.1555
C  2.6350  -3.2783  -0.3867
C  2.1904  -3.7812  -1.6123
C  3.0809  -4.1988  -2.5848
C  4.4507  -4.1271  -2.3629
C  4.9095  -3.6318  -1.1553
C  4.0103  -3.2157  -0.1790
H  -0.0016  -3.6746  1.7814
H  1.2330  -4.8163  1.2356
H  0.0306  -4.2177  0.0959
H  1.5086  -2.0695  2.6672
H  2.9834  -1.5822  1.8540
H  2.8088  -3.2599  2.4054
H  1.8904  -0.8391  -0.0238
H  1.1304  -3.8145  -1.8248
H  2.7009  -4.5582  -3.5341
H  5.1484  -4.4392  -3.1312
H  5.9744  -3.5557  -0.9657
H  4.3955  -2.8221  0.7524

## Properties
- HOMO energy (eV) = -0.58
- LUMO (eV) = 3.792
- frontier orbital gap (eV) = 4.371
- energy above the lowest of the compared OMol25 structures with the same formula, charge and spin (kcal/mol) = 47.4
- charge = -2

Mulliken population analysis, charges in e, atoms 1 to 2:
1. Zr 0.45
2. C -1.76

---

no.,largest force on an atom (eV/Å),E (Eh)
1,0.96,-1519.41903
2,1.05,-1280.76710
3,0.90,-361.83860
4,3.80,-1324.32291
5,0.89,-3507.90206